# 1
Molecular formula: C11H11IN3
Method: DFT, ωB97M-V/def2-TZVPD

Geometry as XYZ:
```
26
Properties=species:S:1:pos:R:3:nbo_charge:R:1
C -2.38252 2.69134 -0.07168 -0.1284
C -1.17715 2.54130 0.66245 -0.2074
C -3.04656 1.60130 -0.61167 -0.2175
C 3.27179 -1.70557 0.16351 -0.1569
C 1.86120 -1.82758 0.26694 -0.2901
C 2.72106 0.59911 -0.59862 0.0125
C -0.67171 1.25974 0.81283 0.0736
C -2.56481 0.35982 -0.40386 0.0215
C 3.66575 -0.37112 -0.14078 -0.1778
C 1.08470 -0.78930 -0.03682 0.4375
C -1.36835 -2.16444 -0.06143 -0.4594
N 1.43571 0.30490 -0.52702 -0.4385
N -1.32380 0.19747 0.25393 -0.0982
N -0.86300 -1.00823 0.52909 -0.2387
I 5.65367 0.37532 -0.12885 0.2259
H -2.93536 3.62224 0.03441 0.2455
H -0.64550 3.44104 1.11627 0.2662
H -3.98109 1.68618 -1.07558 0.2495
H 3.96933 -2.48588 0.39098 0.2606
H 1.40902 -2.77727 0.43901 0.2423
H 3.26803 1.45931 -1.03622 0.2416
H 0.05655 1.06911 1.50670 0.2379
H -3.04978 -0.48144 -0.79529 0.2376
H -2.42180 -2.38296 0.21898 0.2262
H -1.29723 -2.22190 -1.12800 0.1988
H -0.66813 -2.99247 0.22070 0.2357
```

Results
total charge = +1
E_tot = -887.33485 hartree
highest occupied orbital energy = -12.2223 eV
max |F| = 5.68 eV/Å

=====

# 2
Molecular formula: C3H7NO2S3
Method: DFT, ωB97M-V/def2-TZVPD

Geometry as XYZ:
```
16
Properties=species:S:1:pos:R:3:nbo_charge:R:1
C -1.63150 -0.79573 -0.06943 0.7178
C 0.80241 -0.78934 0.89017 -0.6853
C -0.63483 -0.24025 -0.97375 -0.0708
N -0.30627 1.09549 -0.87671 -0.8229
O -2.27891 0.14521 0.69299 -0.6910
O -1.86312 -2.00668 -0.10973 -0.6255
S 2.19242 -1.41881 -0.01375 0.0772
S 0.87543 0.74746 1.78929 0.0232
S -0.02497 -1.24052 -2.18776 0.1215
H 0.49993 -1.74986 1.50157 0.2428
H -2.07126 1.05953 0.55211 0.4961
H -0.08884 1.45365 -0.01966 0.3789
H 0.43944 1.26762 -1.51080 0.3798
H 2.67778 -0.21395 -0.58936 0.1209
H -0.46049 0.97087 1.92990 0.1249
H -0.56511 -2.37256 -1.67166 0.2123
```

Results
energy above the lowest of the compared OMol25 structures with the same formula, charge and spin = 1.2213 eV
E_tot = -1518.20352 hartree
highest occupied orbital energy (spin up / spin down) = -7.5491 / -7.5499 eV
max |F| = 4.95 eV/Å

=====

# 3
Molecular formula: C18H42AsCuF6N6O6
Method: DFT, ωB97M-V/def2-TZVPD

Geometry as XYZ:
```
80
Properties=species:S:1:pos:R:3:mulliken_spin:R:1
Cu -8.46922 -23.80819 15.64547 0.7916
As -6.49439 -24.46962 18.79990 0.6209
F -7.76079 -24.77138 17.49955 0.2592
F -5.46101 -23.94745 17.34971 0.0039
F -5.27223 -24.24574 20.08777 -0.0139
F -7.72387 -25.00233 20.03699 -0.0157
F -5.91897 -26.14996 18.52165 0.0199
F -7.02783 -22.73815 18.95882 -0.0039
C -12.48053 -25.06731 17.35562 0.0068
C -10.99773 -24.90202 17.68149 0.0318
O -10.30944 -24.30632 16.86490 0.0938
N -10.35981 -25.50713 18.74334 -0.0822
C -11.02264 -26.43671 19.63347 0.0131
H -12.80863 -26.04739 17.00937 -0.0006
H -12.71312 -24.44531 16.49126 0.0027
H -13.06033 -24.61871 18.16227 -0.0001
H -9.39724 -25.26828 18.93443 -0.0156
H -11.86855 -26.05529 20.20537 -0.0005
H -10.26514 -26.81644 20.31910 -0.0012
H -11.22497 -27.29520 18.99303 0.0024
C -7.61577 -20.48516 13.29882 0.0068
C -6.79231 -21.25420 14.24459 0.0468
O -7.20933 -22.34953 14.55851 0.1070
N -5.64691 -20.76588 14.64626 -0.0196
C -4.74674 -21.44000 15.55616 0.0410
H -7.23513 -19.59000 12.80698 0.0017
H -8.51253 -20.22403 13.86073 0.0009
H -7.93882 -21.08521 12.44814 -0.0007
H -5.35808 -19.93625 14.14788 0.0015
H -4.67835 -22.51826 15.41196 0.0139
H -4.93478 -21.03946 16.55230 -0.0020
H -3.75664 -21.02016 15.37856 0.0000
C -10.37269 -21.07367 18.44715 0.0307
C -9.17320 -20.92508 17.45437 -0.0215
O -9.04664 -21.73192 16.51123 0.0056
N -8.31477 -19.96293 17.50094 -0.0342
C -8.12942 -19.18730 18.71020 0.0221
H -10.03620 -21.47496 19.40310 -0.0064
H -11.00314 -21.89607 18.10906 0.0008
H -10.93733 -20.16291 18.64667 0.0021
H -7.55558 -20.03892 16.83916 -0.0087
H -7.12699 -19.26591 19.13098 -0.0038
H -8.79271 -19.40112 19.54831 0.0012
H -8.21577 -18.10994 18.56898 -0.0001
C -9.32934 -27.88634 15.56840 -0.0071
C -9.94018 -26.71338 14.80661 0.0108
O -9.33181 -25.67742 14.68623 -0.0235
N -11.23312 -26.83625 14.41300 -0.0028
C -12.01659 -25.73952 13.80698 -0.0002
H -8.28733 -27.70640 15.83286 0.0128
H -9.35341 -28.80228 14.97799 -0.0038
H -9.94453 -28.05287 16.45265 0.0049
H -11.64313 -27.75914 14.39666 -0.0014
H -12.04519 -24.88623 14.48460 0.0011
H -13.04270 -26.06843 13.64262 -0.0010
H -11.48363 -25.41143 12.91456 0.0004
C -4.63456 -25.92782 15.59644 0.0250
C -5.57137 -25.22552 14.63599 0.1171
O -6.71669 -24.89196 15.05452 -0.1312
N -5.19166 -25.00714 13.38221 -0.0039
C -6.08570 -24.48242 12.35656 0.0018
H -3.94202 -25.30112 16.15835 -0.0041
H -4.00650 -26.73345 15.21615 -0.0010
H -5.38135 -26.29853 16.29856 0.0301
H -4.21573 -25.19049 13.19766 -0.0040
H -7.15501 -24.48265 12.56791 0.0027
H -5.91075 -25.13180 11.49877 -0.0002
H -5.71053 -23.49828 12.07583 0.0007
C -12.07747 -21.77374 14.27110 0.0008
C -10.87813 -22.40661 13.62016 -0.0015
O -9.99266 -22.97497 14.24153 0.0763
N -10.88542 -22.42638 12.29984 -0.0004
C -9.89679 -23.08237 11.42208 0.0000
H -12.09211 -20.68525 14.21564 0.0001
H -12.10821 -22.06027 15.32232 0.0014
H -12.96917 -22.29118 13.91724 0.0002
H -11.56924 -21.81199 11.88148 0.0005
H -10.36873 -23.55483 10.56060 -0.0001
H -9.40489 -23.83637 12.03659 0.0017
H -9.22685 -22.29674 11.07270 -0.0001
```

Results
⟨S²⟩ = 2.00
energy above the lowest of the compared OMol25 structures with the same formula, charge and spin = 0.0000 eV
spin multiplicity = 3
E_tot = -5966.52756 hartree
highest occupied orbital energy (spin up / spin down) = -2.5177 / -8.9340 eV
max |F| = 4.22 eV/Å

=====

# 4
Molecular formula: C3H3I3O
Method: DFT, ωB97M-V/def2-TZVPD

Geometry as XYZ:
```
10
Properties=species:S:1:pos:R:3:nbo_charge:R:1
C -0.71473 -0.65342 2.98649 -0.2481
C -0.83932 0.31378 2.27170 -0.2603
C -0.49540 -0.68467 -1.12086 0.2103
O -1.63039 -0.33972 -1.12522 -0.4995
I 1.14235 0.68002 -1.46546 0.1076
I 0.09947 -2.53922 -0.41533 0.1822
I 3.36479 -2.43929 -3.29366 -0.0807
H -0.65866 -1.68816 3.40681 0.2507
H 3.56979 -2.36287 -1.81884 0.0820
H -0.90025 1.35612 1.86843 0.2557
```

Results
energy above the lowest of the compared OMol25 structures with the same formula, charge and spin = 2.0259 eV
E_tot = -1084.32029 hartree
highest occupied orbital energy = -9.7089 eV
max |F| = 3.09 eV/Å

=====

Number 3 is which compound?
C18H42AsCuF6N6O6

=====

Among the records above, which one has the lowest E_tot?
C18H42AsCuF6N6O6

=====

Among the records above, which one has the lowest E_tot?
C18H42AsCuF6N6O6